[1]
The following is a quantum chemistry calculation of a 11-piece molecular cluster, C33H93O38P9 overall in a non-equilibrium geometry, from OMol25.

Geometry as XYZ:
```
173
Properties=species:S:1:pos:R:3:forces:R:3:lowdin_charge:R:1
P 7.44801 -19.73685 13.30569 -0.7 -0.6 -1.1 0.44
P 16.62488 -21.72322 17.82693 0.9 2.3 -2.6 0.38
P 12.15151 -18.80014 14.24959 0.0 1.5 0.0 0.33
P 15.12832 -25.22698 10.18207 0.7 -1.7 -0.9 0.47
P 12.85506 -27.72851 14.54820 -0.6 -1.3 1.1 0.35
P 15.83857 -20.15542 7.01808 -1.0 -0.5 1.1 0.33
P 11.25282 -16.09832 9.62186 1.1 0.7 1.8 0.39
P 11.19199 -23.65301 18.08604 1.5 -1.6 0.9 0.34
P 8.05522 -23.34494 10.39822 -1.7 -3.4 -0.7 0.37
O 16.40964 -19.02656 7.96326 -0.8 -0.2 1.1 -0.21
O 12.84091 -15.96119 9.92020 -1.4 -0.2 1.0 -0.23
O 11.36742 -23.18441 16.60405 -0.1 0.4 -0.6 -0.23
O 6.38451 -18.68527 13.80160 1.1 -0.1 1.1 -0.22
O 16.01868 -20.23900 18.00687 0.2 -1.4 1.5 -0.20
O 11.49112 -19.93177 13.65077 -0.5 -1.5 -0.7 -0.19
O 11.27304 -17.47258 14.27085 0.3 -0.2 0.4 -0.23
O 8.47675 -19.22382 12.36365 -1.0 -0.7 1.2 -0.23
O 10.69165 -14.69522 10.15093 -0.5 -0.3 -0.6 -0.21
O 15.86874 -22.28957 16.54474 0.0 0.2 0.3 -0.22
O 16.61259 -24.63513 9.80150 -3.0 1.0 -0.3 -0.21
O 13.38340 -18.24560 13.43233 0.0 -0.9 0.1 -0.21
O 10.77444 -17.05894 10.79565 0.1 -0.2 -0.8 -0.22
O 11.68951 -28.66981 15.16272 0.1 0.5 0.4 -0.22
O 13.39469 -22.50892 13.41434 0.3 0.0 0.2 0.05
O 18.42592 -20.94351 11.77341 -0.2 -0.1 -0.2 0.07
O 16.77688 -21.23788 6.77123 0.3 -0.5 -0.7 -0.21
O 7.85451 -20.36431 14.72918 0.1 0.4 -1.6 -0.21
O 13.98995 -28.49406 14.03605 -0.4 0.0 -0.3 -0.20
O 6.79960 -24.42044 10.30973 1.2 1.6 0.9 -0.23
O 9.70777 -23.49048 18.56086 0.1 -0.9 -0.3 -0.18
O 11.62238 -25.04165 18.35140 -0.2 0.5 -0.3 -0.24
O 11.00589 -16.48185 8.23823 -0.6 0.3 -0.1 -0.21
O 12.66298 -19.02410 15.71073 0.1 -0.3 1.1 -0.20
O 12.06409 -26.77644 13.59171 -0.2 0.0 -0.5 -0.19
O 12.00519 -22.54158 18.90121 0.4 -0.7 0.9 -0.25
O 7.40974 -22.09778 9.77132 0.5 1.8 -1.3 -0.19
O 15.51503 -26.16993 11.41661 0.1 1.0 -0.5 -0.23
O 14.96523 -26.43582 9.12871 0.3 0.5 0.0 -0.23
O 16.65377 -22.59273 18.96947 -0.7 -0.6 1.6 -0.20
O 8.60288 -23.28952 11.73950 0.3 0.3 0.7 -0.21
O 18.08447 -21.42092 17.20523 -0.1 -1.0 0.9 -0.24
O 15.29930 -19.40349 5.75492 0.2 0.4 -1.0 -0.21
O 13.89625 -24.37754 10.23986 1.9 -0.5 0.2 -0.24
O 13.24773 -26.70834 15.68605 0.2 0.1 0.8 -0.23
O 14.53599 -20.69529 7.83108 0.3 0.8 0.1 -0.26
O 6.47908 -20.84297 12.55505 1.0 0.5 1.3 -0.23
O 9.04002 -23.98947 9.30766 -0.3 1.6 -0.5 -0.23
C 18.96259 -22.60667 17.35539 -0.8 0.5 -0.7 -0.05
C 13.60330 -15.15859 9.06183 0.9 -0.6 -1.0 -0.12
C 13.71018 -27.26865 16.92341 0.2 -0.9 0.9 -0.09
C 10.75185 -18.46537 10.42975 -0.2 -0.1 -0.4 -0.08
C 14.55266 -18.15604 5.73017 -0.3 -0.7 0.7 -0.05
C 13.82400 -21.28905 11.41412 -0.1 -1.2 0.2 0.01
C 16.56634 -23.69821 8.61862 -0.9 -1.4 0.4 -0.04
C 14.67880 -23.04594 16.82948 0.4 -0.7 0.6 -0.07
C 17.37154 -19.13716 12.91919 -1.4 0.7 -2.3 -0.02
C 11.80765 -22.87670 11.71448 -0.5 0.5 -0.8 -0.04
C 5.55835 -21.52648 13.44192 0.5 -0.7 -0.3 -0.08
C 10.51173 -28.11026 15.81851 0.1 -0.5 -0.3 -0.07
C 9.86054 -25.06190 9.71276 0.6 -0.3 1.5 -0.11
C 9.96264 -17.49607 14.86298 0.1 -0.5 -1.2 -0.06
C 12.48279 -26.73493 12.22437 0.8 1.3 -0.1 -0.09
C 13.76883 -26.87758 8.48797 -0.9 0.9 1.4 -0.08
C 5.96162 -17.66264 12.94698 -1.4 0.9 -0.3 -0.11
C 17.78850 -20.57409 12.73228 0.9 0.5 0.0 -0.54
C 8.62161 -21.57285 14.47257 0.8 0.1 -1.3 -0.09
C 12.67674 -20.32764 16.41841 -1.4 1.4 0.4 -0.02
C 11.27996 -24.15557 15.50400 -0.2 -0.4 1.1 -0.02
C 13.04042 -22.26496 12.28036 0.3 -0.1 -0.1 -0.49
C 12.66371 -23.07665 20.15396 -1.1 -1.1 -1.0 -0.03
C 16.83590 -19.44110 9.32291 0.6 -0.3 -0.9 -0.05
C 15.57120 -25.62837 12.74355 -0.9 0.2 -0.4 -0.07
C 8.29732 -20.90874 9.60373 0.4 -1.5 1.0 -0.02
C 6.22331 -24.70113 9.06170 0.1 -1.5 -1.5 -0.14
C 14.03655 -17.05462 13.76896 0.7 1.8 0.6 -0.12
C 13.70891 -21.77905 7.36235 0.8 0.1 0.2 -0.08
C 8.96962 -22.35229 18.32014 -1.9 1.6 0.7 -0.13
C 10.74802 -14.30073 11.52894 0.8 -1.2 0.3 -0.08
C 17.48340 -21.41382 13.90057 -1.4 -0.4 2.1 -0.03
C 16.30434 -19.14521 17.18888 0.1 1.1 -1.2 -0.12
H 13.04479 -14.49334 8.41932 -0.5 -0.1 -0.3 0.09
H 10.01256 -18.58224 9.59946 0.7 -0.1 0.7 0.09
H 10.46553 -19.04601 11.31102 0.0 0.3 -0.2 0.05
H 5.94749 -23.81016 8.46946 -0.2 -0.3 0.6 0.09
H 16.52665 -24.38037 7.75438 0.6 0.7 0.1 0.10
H 11.47620 -23.68119 14.58363 0.0 1.2 -0.8 0.05
H 14.99432 -23.95463 17.35053 -0.2 0.1 0.1 0.10
H 11.76322 -18.74196 10.10308 -0.3 -0.1 -0.1 0.09
H 13.69973 -20.52455 16.62523 0.8 -0.5 -0.1 0.04
H 18.56351 -23.28131 18.08790 -0.3 -0.3 0.3 0.06
H 5.37395 -20.94893 14.32775 -0.2 0.3 0.4 0.08
H 11.04323 -22.07379 11.77724 0.2 -0.4 -0.3 0.10
H 14.29203 -14.52449 9.59423 0.3 0.0 0.6 0.08
H 16.38347 -21.70765 13.93124 1.1 0.5 -0.1 0.10
H 17.25804 -19.28003 16.68076 0.0 0.1 -0.1 0.08
H 14.64656 -16.80143 12.89727 0.0 0.0 0.3 0.09
H 12.16010 -21.06080 15.79834 0.3 0.0 0.2 0.07
H 14.24183 -23.35310 15.89987 -0.3 0.3 -0.5 0.08
H 7.75204 -20.05771 9.28414 -0.9 0.4 -0.2 0.08
H 13.28452 -28.25868 17.11099 0.1 -0.1 -0.4 0.09
H 9.08094 -21.13997 8.88618 0.0 -0.1 0.0 0.09
H 9.68383 -21.42514 14.64603 0.0 0.3 0.3 0.07
H 14.34360 -22.44593 6.77517 -0.2 -0.2 -0.1 0.08
H 13.01438 -24.11402 19.95197 -0.1 0.9 0.0 0.08
H 13.36000 -26.70578 17.76468 -0.4 0.9 0.1 0.06
H 14.16457 -15.89038 8.47278 0.2 0.6 -0.4 0.09
H 14.52124 -25.43734 12.96949 0.3 0.3 0.8 0.06
H 16.71384 -18.60259 9.99322 0.0 0.3 -0.2 0.06
H 6.96480 -25.25388 8.40646 -0.7 0.4 0.7 0.09
H 10.26642 -24.55313 15.51712 0.2 -0.4 -0.1 0.10
H 4.64111 -21.69393 12.91165 -0.5 0.2 -0.4 0.08
H 15.70975 -23.02209 8.54252 -0.3 -0.5 0.7 0.04
H 12.16952 -20.18812 17.41892 0.3 -0.1 -1.3 0.11
H 12.61493 -25.67752 11.99662 -0.2 0.0 -0.3 0.06
H 8.21957 -22.30625 15.11170 -0.4 -1.0 0.7 0.07
H 16.15340 -24.70695 12.79162 0.1 -0.1 0.0 0.09
H 13.83552 -27.94393 8.32730 0.2 -0.2 0.0 0.09
H 17.37501 -23.02853 8.74663 1.2 0.1 -0.3 0.07
H 10.01982 -16.95012 15.78507 -0.4 0.7 0.2 0.09
H 17.88411 -19.73342 9.21226 -0.2 0.2 0.3 0.10
H 11.93224 -23.14688 20.97630 0.2 0.4 -0.4 0.09
H 14.22498 -17.82640 4.72171 0.7 -0.7 0.5 0.10
H 9.09233 -21.61177 19.13242 0.3 -0.1 -0.5 0.10
H 13.68174 -26.34783 7.55695 -0.2 0.1 -0.5 0.08
H 17.47545 -18.58274 11.91793 0.0 -0.8 1.6 0.09
H 10.75738 -27.39255 16.57229 0.6 0.7 0.4 0.06
H 12.93744 -21.34126 6.74254 -0.4 -0.2 -0.1 0.08
H 14.79851 -27.35454 17.05113 -0.2 0.2 -0.8 0.10
H 6.62369 -17.49261 12.08969 -0.3 -0.3 0.1 0.09
H 10.00670 -13.56982 11.75744 -0.4 0.7 -0.4 0.08
H 16.29813 -20.29108 9.76115 -0.2 0.2 -0.6 0.08
H 9.12575 -21.90546 17.34867 0.4 0.2 -0.3 0.07
H 13.99464 -22.47494 17.46095 0.0 -0.2 -0.2 0.06
H 5.36579 -25.40401 9.25258 0.7 1.0 -0.3 0.10
H 8.55430 -21.89774 13.40603 -0.2 0.1 0.8 0.06
H 8.69876 -20.74013 10.60140 0.2 0.4 -0.2 0.05
H 18.98984 -23.10226 16.38910 0.3 0.0 -0.1 0.09
H 16.27030 -19.14117 13.17733 1.2 0.3 0.2 0.09
H 13.31876 -16.22384 13.93623 0.2 -0.5 -0.2 0.09
H 15.14637 -17.42326 6.24809 0.2 0.5 -0.1 0.07
H 13.45301 -27.19070 12.11381 0.2 -0.4 -0.1 0.06
H 9.95186 -28.88812 16.35885 0.4 -0.1 -0.6 0.09
H 5.91366 -22.53099 13.73247 0.3 0.5 -0.2 0.10
H 4.92195 -17.92755 12.71417 0.3 0.1 -0.8 0.10
H 16.30108 -18.15501 17.67439 0.2 -0.8 0.7 0.10
H 9.50903 -25.34903 10.71173 0.5 -0.2 0.0 0.08
H 11.79466 -27.17708 11.53516 -0.7 -0.4 -0.1 0.09
H 13.31027 -20.36413 11.32307 -0.6 0.9 -0.1 0.06
H 15.97081 -26.40598 13.37091 0.1 -0.1 0.3 0.09
H 10.93382 -24.72851 9.82299 -1.1 -0.6 -0.5 0.08
H 14.05017 -21.68446 10.42748 -0.2 -0.1 -0.1 0.06
H 9.68522 -18.50889 15.11624 -0.2 -0.4 0.0 0.06
H 12.06861 -24.90169 15.57447 -0.4 -0.1 0.6 0.06
H 19.92524 -22.30915 17.70628 0.6 0.5 -0.1 0.08
H 13.47763 -22.42568 20.37001 0.4 0.5 0.1 0.07
H 14.73922 -21.12279 11.92787 0.9 0.3 0.4 0.06
H 11.75173 -13.98316 11.76500 0.3 0.6 -0.1 0.08
H 10.58946 -15.12142 12.22484 -0.3 -0.4 -0.3 0.07
H 9.86939 -27.63413 15.08485 -0.1 0.0 -0.2 0.08
H 14.68471 -17.06243 14.69946 -0.7 -0.6 -1.0 0.10
H 13.31432 -22.33475 8.23759 0.1 0.5 -0.5 0.08
H 9.67907 -25.92995 9.07695 0.4 0.3 -0.3 0.09
H 18.04386 -22.34038 13.96892 0.2 0.0 -0.3 0.08
H 13.67421 -18.34699 6.33076 -0.5 0.3 0.1 0.08
H 9.28148 -17.15440 14.05231 0.2 0.1 1.0 0.10
H 15.50232 -19.02116 16.46954 -0.1 -0.3 -0.5 0.07
H 7.90321 -22.60715 18.36425 0.2 -0.2 -0.1 0.10
H 11.43305 -23.73332 12.26227 0.1 0.0 0.3 0.07
H 12.85453 -26.65640 9.12340 1.0 -0.2 -0.7 0.09
H 5.84478 -16.72439 13.49385 0.5 -0.1 0.2 0.09
H 17.66581 -20.81247 14.85593 -0.3 -0.8 -1.3 0.09
H 18.01498 -18.65545 13.64750 -0.2 0.1 0.3 0.08
H 11.98325 -23.19405 10.67227 -0.2 0.5 0.4 0.05
```
Forces are in eV/Å.

The LUMO energy comes out at 0.38 eV. As for the gap between HOMO and LUMO: 9.70 eV. For the total energy, the calculation gives -7245.25893 a.u. The calculation puts the energy relative to the best compared isomer or geometry (same formula, charge and spin) at 0.0 kJ/mol. The molar mass is 1376.8 g mol⁻¹. The calculation puts the HOMO energy at -9.32 eV. Its SMILES is COP(=O)(OC)OC.COP(=O)(OC)OC.COP(=O)(OC)OC.COP(=O)(OC)OC.COP(=O)(OC)OC.COP(=O)(OC)OC.COP(=O)(OC)OC.COP(=O)(OC)OC.COP(=O)(OC)OC.CC(C)=O.CC(C)=O.

=====

[2]
The following is a quantum chemistry calculation of a 4-piece molecular cluster, C37H72INO3P2S overall in a non-equilibrium geometry, from OMol25.

Geometry as XYZ:
```
117
Properties=species:S:1:pos:R:3:forces:R:3:lowdin_charge:R:1
I 3.09298 -0.74921 -5.31539 -0.1 -0.4 0.2 0.46
S -3.12972 0.06022 -5.41132 0.5 0.0 -0.2 0.17
P -2.02516 1.22883 -4.30199 -1.4 0.7 -0.3 0.38
P 0.75439 -0.17556 -4.84419 -1.6 -0.3 -1.0 0.51
O -3.70456 0.23776 -2.14707 0.6 -2.6 -1.2 -0.27
O -0.17726 -1.42061 -5.70426 3.3 0.9 0.3 -0.46
O -1.77173 2.40275 -1.08364 5.6 -4.4 -4.7 -0.02
N 0.58786 1.80512 -2.02805 -3.2 -1.1 1.8 0.07
C 3.48742 0.55118 1.81249 -0.6 0.6 1.0 -0.10
C 1.79995 -7.05830 -1.35993 0.1 0.0 0.0 -0.28
C -2.48178 -0.62017 -2.29271 -0.2 -0.2 0.7 -0.19
C 0.92846 0.80141 0.90951 -0.7 0.1 1.0 -0.18
C 3.58666 -0.80457 -1.67879 2.9 -3.9 0.4 -0.16
C -5.31683 4.07296 -0.87003 0.2 0.0 0.1 -0.11
C -0.92266 1.66814 -1.80571 -1.4 2.1 2.1 -0.27
C 0.26105 -0.40139 -3.02004 -1.8 -1.3 2.6 -0.39
C 1.87105 0.29750 2.15188 0.3 0.7 0.3 -0.38
C -1.21606 0.35059 -2.79438 -1.1 0.8 0.9 -0.42
C 2.68055 -8.05916 -2.11083 0.1 -0.1 0.1 -0.23
C -6.15835 0.53607 -2.71986 -0.2 0.4 0.2 -0.10
C 0.89690 -6.24566 -2.27545 -0.2 0.1 0.1 -0.12
C 0.73758 -0.27688 -0.30847 -1.1 0.1 0.1 -0.10
C -8.72854 6.83757 1.10473 0.1 0.1 0.2 -0.12
C 1.54890 -1.21008 2.70796 0.5 0.3 0.7 -0.12
C 2.88373 3.16820 6.29391 -0.1 0.1 -0.2 -0.27
C 4.66143 6.44985 6.84333 0.0 0.1 0.2 -0.12
C 3.97537 -3.70728 -1.79349 2.2 3.4 0.8 -0.05
C -7.75356 6.83709 -0.06177 0.0 0.0 -0.2 -0.28
C 3.54832 1.80113 6.26640 0.0 -0.1 0.2 -0.11
C 5.56177 -3.57755 -1.28049 -2.9 3.9 -0.6 -0.06
C 4.87390 4.46298 5.26078 0.0 -0.1 0.0 -0.23
C 2.69879 0.55467 -1.90003 0.6 -0.4 0.5 -0.16
C 0.97931 -10.00996 -2.04173 0.0 0.0 -0.2 -0.27
C -7.99617 5.69562 -1.05355 0.1 0.0 -0.1 -0.23
C 1.07658 0.35608 -1.81940 1.6 0.6 0.3 -0.39
C -4.91870 -0.53181 -2.46076 -1.9 0.1 -0.2 -0.27
C 5.33218 5.11254 6.56810 0.1 0.0 -0.1 -0.28
C -7.82724 4.28308 -0.48150 -0.1 0.0 0.1 -0.23
C 3.04298 -2.35529 -1.98961 3.0 0.0 1.1 -0.06
C 1.69346 -10.80934 -0.96363 -0.1 -0.1 0.2 -0.12
C 3.38399 4.10721 5.19235 -0.1 0.1 0.0 -0.23
C 5.16600 -0.72340 -1.15153 -0.9 -3.0 -0.8 -0.04
C 6.13802 -2.04238 -0.95166 -3.7 -1.3 -1.5 -0.07
C 1.92489 -9.14739 -2.88273 -0.1 0.0 -0.1 -0.23
C -6.45774 3.98511 0.13229 -0.1 -0.1 -0.1 -0.27
H 5.10391 5.13970 4.42804 0.0 0.0 0.1 0.11
H 0.18563 -6.88142 -2.81037 0.1 0.1 0.0 0.07
H -2.66226 -1.52948 -3.03595 0.5 2.2 1.2 0.13
H 4.62518 1.87187 6.44151 -0.1 0.0 0.0 0.07
H 1.80179 3.03139 6.16797 0.1 0.1 0.0 0.11
H 3.02054 3.62519 7.28031 0.0 0.0 -0.1 0.10
H 5.05328 6.88427 7.76909 -0.1 0.0 -0.1 0.07
H 7.27388 -1.98605 -0.60248 -2.8 0.2 -0.8 0.09
H 0.46312 -10.71136 -2.71012 0.0 0.1 0.1 0.11
H 2.66151 -9.80056 -3.36873 -0.1 0.1 0.1 0.11
H -7.32429 5.82596 -1.90871 0.0 0.0 0.0 0.10
H -8.59835 4.10225 0.27584 0.0 0.0 -0.1 0.10
H 3.31447 -7.51230 -2.82034 0.0 0.0 0.0 0.11
H 1.19267 -7.57056 -0.60582 0.1 0.0 0.0 0.10
H 3.58949 1.49968 1.09484 -0.2 -2.2 1.4 0.07
H 3.36610 -8.52879 -1.39645 0.0 0.0 -0.1 0.10
H 1.35080 -8.68751 -3.69429 0.1 0.0 0.0 0.10
H 2.18296 -10.15760 -0.23498 0.0 -0.1 0.0 0.07
H -7.14119 -0.03020 -3.08406 2.2 1.1 0.9 0.09
H 4.01617 -0.40279 1.38824 -1.0 2.0 0.7 0.07
H 2.98994 1.29217 -1.00778 -0.7 -1.7 -1.8 0.11
H 2.97796 1.13033 -2.88550 -0.5 -1.4 1.8 0.09
H 3.12713 1.16247 7.04890 0.1 0.0 -0.1 0.07
H 1.48645 -5.68979 -3.01144 -0.1 -0.1 0.0 0.07
H 1.33484 1.85667 0.57995 -0.8 -2.2 0.4 0.11
H 6.41531 5.27257 6.51442 -0.1 -0.1 0.0 0.10
H 0.02686 -1.52242 -2.68393 0.8 2.2 -0.9 0.13
H 5.66786 0.33060 -0.93020 -1.3 -2.5 -0.5 0.10
H 3.57477 -4.80254 -2.04374 0.8 2.9 0.6 0.07
H -8.02088 3.56163 -1.28544 0.0 0.0 0.1 0.10
H -0.14925 1.01292 1.37769 2.3 -0.4 -1.1 0.13
H -8.53230 7.69298 1.75845 -0.1 -0.1 0.0 0.07
H 1.64341 1.03895 3.05960 0.3 -1.5 -2.0 0.13
H -7.85298 7.78964 -0.59837 0.1 -0.1 0.0 0.10
H -6.25923 4.65722 0.97415 -0.1 0.0 0.0 0.10
H 0.39174 -1.36412 2.92208 2.4 0.3 -0.7 0.09
H -0.40884 -0.60946 -0.28024 2.5 0.7 -0.2 0.12
H -6.72568 6.80600 0.31647 -0.1 0.0 -0.1 0.10
H 0.97643 -11.43279 -0.42070 0.1 0.0 0.0 0.07
H 5.16334 4.43645 7.41324 0.0 0.0 -0.1 0.10
H 2.78778 5.02568 5.21763 0.0 0.0 0.0 0.10
H 2.44982 -11.46735 -1.40217 0.0 0.1 0.1 0.08
H 2.00087 -2.05343 2.01101 -1.1 1.7 1.4 0.08
H 1.35125 -1.24624 -0.07186 -1.0 2.0 -0.8 0.11
H -1.07765 2.04223 -5.07337 -0.6 -0.7 1.1 -0.01
H -2.95271 2.21118 -3.72227 1.4 -0.6 -0.1 0.01
H 2.07696 -1.29919 3.77153 -1.0 0.1 -2.3 0.09
H 0.45296 -1.66785 -6.46818 -1.5 0.4 1.5 0.04
H 0.19781 -9.39179 -1.58602 0.1 0.0 -0.1 0.10
H 6.24757 -4.53895 -1.16693 -1.7 2.4 -0.2 0.08
H -5.47264 3.37670 -1.70020 0.1 0.1 0.0 0.06
H 3.38618 1.30765 5.30329 0.0 0.0 0.0 0.05
H 3.18368 3.64600 4.21634 0.0 0.0 0.1 0.10
H -2.30605 -1.09334 -1.23719 0.1 1.0 -1.9 0.13
H 1.92821 -2.54938 -2.36803 2.8 0.6 0.9 0.08
H -4.83901 -1.20610 -3.42267 0.3 1.5 1.8 0.10
H -9.76109 6.91252 0.75034 0.1 0.0 0.0 0.07
H 0.31893 -5.52305 -1.68972 0.0 0.0 -0.1 0.07
H -5.90791 1.34455 -3.54584 -0.2 -1.9 1.6 0.08
H -5.21450 5.08215 -1.27908 0.0 -0.1 0.0 0.07
H 5.47197 3.56109 5.08825 -0.1 0.0 0.0 0.10
H -6.47729 2.97064 0.54717 0.0 0.1 0.0 0.10
H -4.36920 3.81491 -0.38557 -0.1 0.0 -0.2 0.07
H 4.85359 7.15711 6.03026 -0.1 -0.1 0.1 0.08
H -5.22730 -1.25356 -1.57396 0.8 1.5 -1.5 0.13
H 2.45080 -6.36686 -0.81224 -0.1 -0.1 0.1 0.09
H 1.08031 2.53785 -1.47356 -0.8 -0.9 -0.3 0.12
H 3.98071 0.90527 2.83977 -0.8 -1.0 -2.3 0.07
H -9.01407 5.78605 -1.45497 0.1 0.0 0.0 0.11
H 3.57929 6.34307 6.96086 0.1 0.1 0.0 0.07
H -8.63557 5.93138 1.70929 -0.1 0.1 0.0 0.07
H -6.43437 1.16226 -1.74278 0.7 -1.6 -2.0 0.07
```
Forces are in eV/Å.

The LUMO energy comes out at -0.27 eV. As for the gap between HOMO and LUMO: 8.07 eV. For the total energy, the calculation gives -3111.53516 a.u. The molar mass is 799.9 g mol⁻¹. The calculation puts the HOMO energy at -8.34 eV. Its SMILES is CCOC[C@@]1([PH2]=S)C(=O)N[C@](CCC(C)C)(Cc2ccccc2)[C@@H]1P(O)I.CCCCCC.CCCCCC.CCCCCC.